Record 1
The molecule C13H10 at a distorted geometry, computed with ωB97M-V/def2-TZVPD.

Values from the calculation:
**Total charge**: 0
**Largest force on an atom**: 0.1713 hartree/bohr
**Energy relative to the best compared isomer or geometry (same formula, charge and spin)**: 76.9 kcal per mole
**E_LUMO**: 0.26 eV
**SMILES**: c1ccc2c(c1)Cc1ccccc1-2

```
23
C13H10 (ωB97M-V/def2-TZVPD)
C 0.10112 -3.44776 -0.21661
C 0.53444 -2.95039 1.03080
C 0.78965 -1.55052 1.15449
C 0.37531 -0.64769 0.16447
C -0.05822 -1.10710 -1.10320
C -0.32790 -2.55353 -1.12993
C -0.39235 0.15875 -1.83690
C -0.11741 1.27188 -0.89596
C -0.31584 2.66724 -0.99345
C -0.20997 3.48376 0.17281
C -0.04439 2.86617 1.36797
C 0.18145 1.46064 1.61155
C 0.24835 0.65051 0.38458
H 0.14560 -4.60963 -0.33006
H 0.85879 -3.75695 1.79181
H 1.42110 -1.41923 2.14197
H -1.10559 -3.13353 -1.94161
H 0.45863 0.14334 -2.59398
H -1.42373 0.45103 -2.18329
H -0.51950 3.03657 -2.01489
H -0.32096 4.56314 0.39870
H -0.35667 3.54548 2.41024
H 0.07808 0.87784 2.61050
```


Record 2
A cluster of 2 separate species, C6H11ClN3O2 in total at a distorted geometry, computed with ωB97M-V/def2-TZVPD.

Values from the calculation:
**Total charge**: -1
**Largest force on an atom**: 0.0748 hartree/bohr
**Energy relative to the best compared isomer or geometry (same formula, charge and spin)**: 47.1 kcal per mole
**E_LUMO**: 3.35 eV

```
23
C6H11ClN3O2 (ωB97M-V/def2-TZVPD)
C 1.82397 0.07424 0.51978
C 2.01613 1.56605 -0.08272
C -2.49064 0.10299 1.31471
C -1.73158 0.34987 0.00000
C -0.79211 -0.77661 -0.33841
C 2.19834 -0.91823 -0.27515
N 0.85105 -0.14983 1.51730
N 0.19100 0.08536 -2.24881
N 0.00054 -0.90750 -1.33040
O 3.20865 1.76402 0.02994
O 1.15771 2.26819 -0.55782
Cl 2.04562 -2.54637 0.25510
H -3.07709 1.03825 1.53489
H -3.23657 -0.82187 1.15874
H -1.97763 -0.21765 2.19854
H -1.25258 1.51017 0.04331
H -2.45296 0.56349 -0.80372
H -0.01175 -0.29805 1.04067
H -1.04706 -1.82184 0.10420
H 2.68608 -0.74963 -1.19846
H 1.11538 -1.00009 2.06491
H -0.11321 1.06629 -1.99775
H 0.88873 -0.18125 -2.94887
```


Record 3
A cluster of 2 separate species, C9H13NO2 in total at a distorted geometry, computed with ωB97M-V/def2-TZVPD.

Values from the calculation:
**Total charge**: 0
**Largest force on an atom**: 0.0399 hartree/bohr
**Energy relative to the best compared isomer or geometry (same formula, charge and spin)**: 19.6 kcal per mole
**E_LUMO**: 0.68 eV
**SMILES**: Cc1ccc(O)cc1.CC(N)=O

```
25
C9H13NO2 (ωB97M-V/def2-TZVPD)
C 4.28619 0.00683 0.75195
C 2.93957 -0.53434 0.34269
C 2.02215 0.26193 -0.32032
C 0.77196 -0.23612 -0.67900
C 0.54087 -1.58979 -0.54911
O -0.68357 -2.09400 -0.98726
C 1.39882 -2.42898 0.15768
C 2.67780 -1.92012 0.41303
H 4.76702 -0.52696 1.56396
H 4.08416 1.05943 0.96739
H 4.97118 0.01349 -0.10123
H 2.26473 1.30779 -0.47972
H 0.00226 0.30490 -1.20585
H -0.49525 -2.85988 -1.51241
H 1.21476 -3.48267 0.31300
H 3.49577 -2.53812 0.75936
C -2.62817 1.84567 -1.04954
C -3.25085 2.06596 0.30543
N -3.78751 0.94203 0.85534
O -3.21714 3.13910 0.85700
H -2.98852 2.38274 -1.93649
H -2.62179 0.84171 -1.47662
H -1.63823 2.31128 -0.99365
H -3.88645 0.94412 1.85448
H -3.97112 0.14724 0.27840
```


Record 4
The molecule C3H3N3O2 at a distorted geometry, computed with ωB97M-V/def2-TZVPD.

Values from the calculation:
**Total charge**: 0
**Spin multiplicity**: 3
**Largest force on an atom**: 0.0994 hartree/bohr
**Energy relative to the best compared isomer or geometry (same formula, charge and spin)**: 97.9 kcal per mole
**E_LUMO (alpha / beta)**: -0.34 / -3.32 eV

```
11
C3H3N3O2 (ωB97M-V/def2-TZVPD)
C -2.09899 -0.99550 0.05756
C -0.09292 1.19534 -0.05112
C 0.52545 0.00309 -0.08710
N -1.97309 0.14892 -0.09555
N -1.48295 1.26348 -0.08265
N 1.95146 -0.18683 -0.04011
O 2.30916 -1.31638 -0.10120
O 2.78712 0.72193 0.02638
H -2.57650 -1.90191 0.33064
H 0.43769 2.04868 0.08478
H 0.21357 -0.98082 -0.04161
```


Record 5
The ion C3H4N3O2 with charge +1 at a distorted geometry, computed with ωB97M-V/def2-TZVPD.

Values from the calculation:
**Total charge**: +1
**Largest force on an atom**: 0.1453 hartree/bohr
**Energy relative to the best compared isomer or geometry (same formula, charge and spin)**: 183.0 kcal per mole
**E_LUMO (alpha / beta)**: -6.81 / -6.63 eV
**SMILES**: O=[n+]1c[nH+]ccn1[O-]

```
12
C3H4N3O2 (ωB97M-V/def2-TZVPD)
O 1.50946 -2.02206 2.15740
N 1.01492 -1.26107 1.39638
C 0.72935 -1.43152 0.13152
N -0.01963 -0.51476 -0.51832
C -0.34543 0.66692 0.00797
C 0.10134 1.01029 1.30359
N 0.81437 0.02553 1.95678
O 1.28344 0.17870 3.34628
H 1.22393 -2.25966 -0.50003
H -0.14394 -0.76414 -1.57173
H -0.92429 1.43428 -0.61072
H 0.01652 2.07952 1.78374
```